# 1
C4H5NO | the ωB97M-V functional and the def2-TZVPD basis

CARTESIAN COORDINATES (ANGSTROEM)
C (0.1231, 1.1780, 1.2422)
C (0.6738, 0.2575, 0.1879)
C (1.7936, -0.0164, -0.4054)
C (-0.2724, -0.8800, -0.2765)
O (-0.8450, -1.5500, 0.5526)
N (-0.4634, -0.9765, -1.6150)
H (-0.7598, 1.7037, 0.8633)
H (0.8601, 1.9174, 1.5620)
H (-0.1849, 0.5779, 2.1032)
H (-1.0583, -1.7211, -1.9484)
H (0.1333, -0.4904, -2.2660)

Atoms 1-6, force components in eV/Å:
C 0.0037 0.0525 0.0683
C 0.4774 -0.1674 -0.2462
C -0.4536 0.3610 0.3419
C -0.3554 -0.2684 0.0662
O 0.1186 0.2911 -0.2937
N 0.0385 -0.1266 0.0529

E = -7763.385 eV
Kohn-Sham gap = 9.806 eV
ΔE to the lowest compared entry with this formula, charge and spin = 72.5 kcal per mole
HOMO = -10.271 eV

---

# 2
CH4NO3S2 | the ωB97M-V functional and the def2-TZVPD basis

CARTESIAN COORDINATES (ANGSTROEM)
C (-1.2467, -0.0583, -0.9478)
N (-1.1416, 0.2125, 1.9551)
O (2.2405, 0.7183, -1.8042)
O (2.0749, 0.5753, 0.6558)
O (1.9787, -1.4616, -0.6552)
S (-2.2140, 0.0078, 0.4986)
S (1.8064, -0.0071, -0.6188)
H (-1.4571, -0.9725, -1.6152)
H (-0.8168, 0.8586, -1.4699)
H (-0.7909, -0.7286, 2.3143)
H (-0.4333, 0.8555, 1.6873)

Atoms 1-6, force components in eV/Å:
C -1.0493 -0.3777 -1.4733
N -1.6775 -1.8558 -0.4074
O 0.9940 0.5029 -0.6388
O 1.1702 1.4605 2.5634
O 0.5919 -0.5771 -0.1719
S 1.2927 -0.0771 0.8343

E = -30403.072 eV
Spin multiplicity = 3
Kohn-Sham gap (alpha / beta) = 5.997 / 7.634 eV
Total charge = -1
HOMO (alpha / beta) = -2.673 / -5.303 eV

---

# 3
C3H11N2S | the ωB97M-V functional and the def2-TZVPD basis

CARTESIAN COORDINATES (ANGSTROEM)
C (-0.7859, -1.8545, -0.4254)
C (0.5917, -2.1583, -0.9853)
S (1.2493, -0.7362, -1.9583)
H (-1.2206, -0.9504, -0.8543)
H (-0.7359, -1.6578, 0.6451)
H (-1.5026, -2.6552, -0.6176)
H (1.3254, -2.3878, -0.2227)
H (0.5644, -2.9869, -1.6841)
H (2.0963, -1.4636, -2.6961)
N (1.0197, 2.2726, 0.8471)
C (-0.3587, 2.3408, 0.7414)
N (-1.2332, 1.7810, 1.6708)
H (1.4830, 2.0545, 1.7084)
H (1.5849, 2.2916, 0.0192)
H (-0.7886, 2.6659, -0.1991)
H (-2.1131, 1.4126, 1.3615)
H (-1.1763, 2.0318, 2.6495)

Atoms 1-6, force components in eV/Å:
C -0.3146 0.3601 0.3135
C 0.3305 0.2138 -0.6499
S -0.1357 -0.1257 0.1473
H 0.0937 -0.0141 -0.1759
H -0.0561 -0.1446 0.0394
H 0.1711 -0.0544 0.1207

E = -17102.737 eV
Spin multiplicity = 2
Kohn-Sham gap (alpha / beta) = 6.030 / 9.795 eV
ΔE to the lowest compared entry with this formula, charge and spin = 9.2 kcal per mole
HOMO (alpha / beta) = -5.118 / -8.903 eV

---

# 4
C3HN3O2 | the ωB97M-V functional and the def2-TZVPD basis

CARTESIAN COORDINATES (ANGSTROEM)
C (0.4577, -0.9741, 1.2188)
C (-0.5311, 0.4969, 0.1677)
C (0.4822, 0.2459, -0.4782)
H (1.0050, -1.5360, 2.0572)
N (-0.5558, -0.2061, 1.3493)
N (-0.8532, 1.0787, -1.9197)
N (0.3443, 0.6139, -1.8039)
O (-1.5194, 0.9289, -0.7194)
O (1.1701, -0.6481, 0.1284)

Atoms 1-6, force components in eV/Å:
C 1.7518 0.7442 2.5274
C -8.8127 1.4616 3.2872
C 4.4931 0.3305 -6.3403
H -1.1631 0.5887 -1.7517
N -2.2945 -0.1831 0.5264
N 1.9920 -1.0750 0.4374

E = -11687.780 eV
Kohn-Sham gap = 10.656 eV
ΔE to the lowest compared entry with this formula, charge and spin = 84.4 kcal per mole
SMILES = c1nc2onnc2o1
HOMO = -10.674 eV

---

# 5
C5H10O | the ωB97M-V functional and the def2-TZVPD basis

CARTESIAN COORDINATES (ANGSTROEM)
C (-1.8808, 0.4127, -1.8528)
O (-0.7079, -0.1655, -1.4159)
C (-0.5370, 0.1511, -0.0898)
C (0.6215, -0.6704, 0.4702)
C (1.1911, -0.2914, 1.8046)
C (2.0646, -0.1805, 0.5950)
H (-2.6046, 0.2187, -0.8228)
H (-1.8058, 1.5125, -1.9106)
H (-2.0526, 0.0023, -2.8715)
H (-0.3899, 1.2347, 0.0644)
H (-1.8437, 0.0588, 0.2999)
H (0.5414, -1.7343, 0.2513)
H (1.3775, -1.0773, 2.5285)
H (0.8211, 0.6378, 2.2300)
H (2.3385, 0.8066, 0.2310)
H (2.8667, -0.9158, 0.4886)

Atoms 1-6, force components in eV/Å:
C -1.0642 -0.0014 0.9962
O 0.3770 0.0358 -0.2356
C -1.3649 -0.0501 0.9666
C -0.6137 -0.0383 0.2430
C -0.1098 -0.0142 0.2727
C -0.1690 0.1197 -0.2134

E = -7391.444 eV
Kohn-Sham gap = 11.020 eV
ΔE to the lowest compared entry with this formula, charge and spin = 76.6 kcal per mole
HOMO = -9.880 eV

---

# 6
C15H28ClFN4O4P | the ωB97M-V functional and the def2-TZVPD basis

CARTESIAN COORDINATES (ANGSTROEM)
C (0.3371, 1.1092, 3.0445)
C (1.6021, 0.9521, 2.2087)
C (1.7289, 1.9139, 1.0242)
Cl (3.3676, 1.7696, 0.3669)
N (1.5294, 3.2976, 1.4660)
F (2.5222, 3.8008, 2.2146)
C (0.5187, 4.0796, 1.2234)
N (0.5412, 5.3494, 1.7344)
N (-0.4724, 3.5609, 0.3986)
C (-1.6420, 2.9890, 1.0466)
C (-2.3069, 1.9816, 0.3607)
C (-3.4390, 1.4416, 0.9369)
C (-3.8487, 1.9369, 2.1681)
N (-3.2124, 2.8778, 2.8541)
C (-2.1310, 3.3819, 2.2776)
H (0.4130, 0.5120, 3.9528)
H (0.2136, 2.1389, 3.3887)
H (-0.5664, 0.7862, 2.5271)
H (1.7142, -0.0706, 1.8566)
H (2.4487, 1.1701, 2.8656)
H (1.0523, 1.6443, 0.2191)
H (-0.0366, 5.9853, 1.1999)
H (0.3531, 5.4075, 2.7289)
H (-0.7737, 4.2505, -0.2845)
H (-1.9426, 1.6477, -0.6038)
H (-4.0080, 0.6676, 0.4423)
H (-4.7522, 1.5338, 2.6114)
H (-1.6170, 4.1707, 2.8201)
O (0.3990, -0.7560, -0.6411)
P (0.3458, -2.1691, -1.0987)
O (1.7324, -2.3687, -1.8945)
C (2.9406, -2.3359, -1.1137)
C (3.1573, -3.6197, -0.3331)
O (-0.6981, -2.0584, -2.3457)
C (-1.7145, -1.0582, -2.3791)
C (-1.3524, 0.0334, -3.3655)
O (-0.0456, -3.6334, -0.6848)
C (-0.5679, -4.6466, -1.5762)
C (0.4421, -5.1743, -2.5650)
H (2.9441, -1.4736, -0.4412)
H (3.7598, -2.2022, -1.8183)
H (2.3790, -3.7636, 0.4197)
H (4.1225, -3.5988, 0.1727)
H (3.1258, -4.4836, -0.9953)
H (-1.8851, -0.6434, -1.3843)
H (-2.6367, -1.5529, -2.6899)
H (-0.3490, 0.4145, -3.1731)
H (-2.0643, 0.8602, -3.3103)
H (-1.3591, -0.3569, -4.3830)
H (-1.4699, -4.2986, -2.0721)
H (-0.8801, -5.4558, -0.9165)
H (0.6603, -4.4462, -3.3453)
H (0.0418, -6.0687, -3.0426)
H (1.3790, -5.4296, -2.0726)

Atoms 1-6, force components in eV/Å:
C -0.1255 -0.0658 0.0048
C 0.1381 0.3855 0.6971
C 0.5059 -1.3573 0.4553
Cl -0.0090 0.2074 -0.2097
N -0.5127 -0.1240 -0.6241
F -0.1430 -0.0880 0.3036

E = -54681.398 eV
Kohn-Sham gap = 8.826 eV
Total charge = +1
ΔE to the lowest compared entry with this formula, charge and spin = 0.0 kcal per mole
HOMO = -12.744 eV

---

# 7
C4H13NO | the ωB97M-V functional and the def2-TZVPD basis

CARTESIAN COORDINATES (ANGSTROEM)
C (-0.1013, -1.2349, -0.9853)
N (-0.9061, -0.0623, -0.5855)
C (0.1072, 2.0021, -1.5147)
C (-0.1860, 1.1693, -0.2595)
C (1.0972, 0.8288, 0.5224)
H (0.7472, -0.9522, -1.6183)
H (-0.6544, -2.0772, -1.3909)
H (0.2907, -1.7113, -0.0679)
H (-1.4952, -0.0464, -1.4123)
H (0.7146, 2.8726, -1.2314)
H (-0.7067, 2.3447, -2.1317)
H (0.7819, 1.4594, -2.1844)
H (-0.8417, 1.7856, 0.3714)
H (1.5766, 1.8165, 0.5283)
H (1.7724, 0.3728, -0.2142)
H (1.2083, 0.2976, 1.4578)
H (0.2950, -2.2207, 1.8402)
H (0.2242, -2.5941, 3.2442)
O (-0.3432, -2.2293, 2.5741)

Atoms 1-6, force components in eV/Å:
C 1.0768 0.1062 1.8682
N -0.6985 -1.9890 -0.9538
C 1.9784 0.0278 0.2893
C -0.9700 -0.6439 0.0378
C 1.2487 1.6740 -2.3827
H -0.0482 -0.3871 -0.1869

E = -7895.321 eV
Kohn-Sham gap = 9.435 eV
ΔE to the lowest compared entry with this formula, charge and spin = 30.9 kcal per mole
SMILES = CNC(C)C.O
HOMO = -8.566 eV

---

# 8
C15H33NO11P2S3 | the ωB97M-V functional and the def2-TZVPD basis

CARTESIAN COORDINATES (ANGSTROEM)
C (0.0079, -3.0731, -4.7603)
C (-0.3162, -2.5288, -3.2133)
C (0.5499, -1.1932, -2.8212)
C (-0.2357, -0.1103, -1.8725)
P (-0.3332, 1.4258, -3.0089)
O (-0.0872, 2.8096, -2.2845)
O (-1.6890, -0.3389, -1.5743)
C (-1.9146, 0.7328, -0.5480)
O (-3.1511, 1.2582, -0.3903)
O (-0.6449, 1.0983, 0.1642)
C (0.2660, 0.0439, -0.3173)
C (1.8670, 0.1134, 0.0316)
C (2.6187, 1.4975, -0.4239)
C (3.5567, 1.2341, -1.7779)
N (3.1241, 1.9806, -3.0570)
O (4.6573, 0.4381, -1.7660)
P (-0.2861, -1.4425, 0.8148)
S (-0.3953, -0.8828, 2.6946)
H (-1.0005, -3.2295, -5.3405)
H (0.6471, -2.2785, -5.3558)
H (0.5384, -4.1407, -4.7254)
H (-1.4785, -2.4028, -3.1622)
H (-0.0218, -3.4347, -2.5026)
H (1.5015, -1.5811, -2.2151)
H (0.9873, -0.7402, -3.8216)
H (-1.7129, 1.4767, -3.5114)
H (0.5015, 1.3525, -4.1914)
H (2.4338, -0.8225, -0.3965)
H (1.9640, 0.0287, 1.2181)
H (1.9187, 2.4272, -0.5475)
H (3.4024, 1.7589, 0.4375)
H (2.4736, 2.7521, -2.7864)
H (2.6334, 1.2424, -3.6362)
H (-1.5696, -1.9839, 0.4485)
H (0.7510, -2.4600, 0.6033)
O (0.9737, -5.0086, 2.0281)
S (-0.2171, -5.5286, 2.6658)
O (-1.3252, -4.6753, 3.0380)
O (0.2193, -6.4145, 3.9604)
C (1.0345, -5.8118, 4.9571)
C (0.2353, -4.8608, 5.8289)
C (-0.8499, -6.8641, 1.6821)
H (1.8923, -5.3055, 4.5011)
H (1.4305, -6.6192, 5.5806)
H (-0.1083, -3.9949, 5.2558)
H (0.8429, -4.4938, 6.6610)
H (-0.6545, -5.3575, 6.2288)
H (-0.0303, -7.5392, 1.4297)
H (-1.2789, -6.4377, 0.7726)
H (-1.6243, -7.3846, 2.2489)
O (-0.1090, 6.9663, 1.9653)
S (-1.4028, 7.1192, 1.3346)
O (-2.6165, 6.6090, 1.9358)
O (-1.3115, 6.5799, -0.1990)
C (-0.8540, 5.2540, -0.4308)
C (-1.9223, 4.2303, -0.0936)
C (-1.6494, 8.8359, 0.9554)
H (0.0699, 5.0609, 0.1255)
H (-0.6114, 5.1786, -1.4952)
H (-2.1326, 4.2186, 0.9797)
H (-1.6026, 3.2256, -0.3847)
H (-2.8610, 4.4678, -0.6043)
H (-0.7560, 9.2230, 0.4624)
H (-1.8198, 9.3665, 1.8949)
H (-2.5248, 8.9332, 0.3104)

Atoms 1-6, force components in eV/Å:
C -0.2035 -0.1724 0.1410
C -0.0042 -1.2731 -0.6297
C 0.3246 -1.7562 0.6507
C 0.8541 -0.9808 -0.3043
P -0.1831 5.1932 2.0270
O -0.1782 -3.7734 -1.8654

E = -91177.912 eV
Kohn-Sham gap = 8.528 eV
ΔE to the lowest compared entry with this formula, charge and spin = 164.5 kcal per mole
SMILES = CCC[C@@]1([PH2]=O)OC(=O)O[C@@]1(CCC(N)=O)[PH2]=S.CCOS(C)(=O)=O.CCOS(C)(=O)=O
HOMO = -8.868 eV